93
Properties=species:S:1:pos:R:3 method="wB97M-V/def2-TZVPD" e_above_lowest_kj_mol=228.75 homo_lumo_gap_ha=0.2329 max_force_ev_per_a=0.5 multiplicity=1 charge=+2 lumo_ha=-0.2288
Ta 0.055 0.448 -0.774
O 0.778 -3.733 -0.845
C 0.586 -2.483 -0.551
O -0.036 -1.702 -1.292
C 1.122 -1.966 0.696
C 1.941 -2.665 1.505
C 2.461 -2.015 2.688
C 1.993 -0.801 3.017
C 0.991 -0.142 2.200
N 0.708 -0.650 0.907
C 0.280 0.930 2.563
O 0.314 1.669 3.705
O -0.590 1.457 1.653
H 0.436 -3.937 -1.731
H 2.202 -3.684 1.251
H 3.198 -2.514 3.301
H 2.346 -0.295 3.908
H 0.451 1.111 4.482
Br 2.465 -6.701 -1.350
C 3.168 -5.488 -2.616
C 4.497 -5.101 -2.521
C 5.015 -4.223 -3.459
C 4.192 -3.690 -4.441
C 2.873 -4.109 -4.558
C 2.365 -5.025 -3.648
N 4.803 -2.807 -5.396
N 4.340 -1.687 -5.613
C 3.227 -1.190 -4.849
C 2.063 -0.884 -5.498
C 0.953 -0.336 -4.817
C 1.061 -0.069 -3.483
O 0.104 0.500 -2.705
C 2.258 -0.376 -2.801
N 2.236 -0.135 -1.464
C 3.344 -0.318 -0.773
C 4.538 -0.750 -1.372
C 4.552 -1.050 -2.708
C 3.375 -0.893 -3.470
H 5.129 -5.510 -1.745
H 6.063 -3.953 -3.438
H 2.260 -3.761 -5.377
H 1.359 -5.410 -3.770
H 1.992 -1.075 -6.561
H 0.043 -0.099 -5.351
H 3.293 -0.129 0.293
H 5.427 -0.854 -0.766
H 5.463 -1.390 -3.185
C -3.178 1.393 0.517
Si -2.611 0.384 -1.097
C -3.551 -1.232 -1.038
C -3.162 1.443 -2.530
Si -2.105 1.924 2.396
Si -2.446 4.264 2.571
C -4.245 4.459 3.015
C -2.039 4.989 0.898
C -1.289 4.865 3.900
Si -2.922 0.140 3.736
C -4.774 0.283 3.541
C -2.391 0.275 5.520
C -2.250 -1.421 2.927
H -4.216 1.695 0.629
H -2.489 2.224 0.350
H -2.914 0.522 1.132
H -4.575 -1.109 -1.394
H -3.589 -1.652 -0.031
H -3.066 -1.972 -1.678
H -4.250 1.512 -2.571
H -2.817 1.008 -3.470
H -2.749 2.451 -2.466
H -4.906 4.008 2.272
H -4.495 5.521 3.072
H -4.471 4.018 3.987
H -2.647 4.578 0.090
H -0.988 4.852 0.642
H -2.233 6.064 0.930
H -1.541 4.444 4.875
H -1.371 5.952 3.979
H -0.250 4.618 3.682
H -5.147 1.269 3.824
H -5.269 -0.450 4.182
H -5.089 0.081 2.515
H -2.615 1.249 5.955
H -1.328 0.067 5.652
H -2.928 -0.477 6.104
H -3.011 -2.204 2.941
H -1.381 -1.786 3.478
H -1.935 -1.285 1.887
C 1.625 3.670 -0.662
C 0.769 2.470 -0.668
O -0.455 2.532 -0.870
H 1.058 4.565 -0.908
H 2.444 3.523 -1.370
H 2.099 3.761 0.319


13
Properties=species:S:1:pos:R:3 method="wB97M-V/def2-TZVPD" e_above_lowest_kj_mol=565.05 homo_lumo_gap_ha=0.3101 max_force_ev_per_a=9.8 multiplicity=1 charge=0 lumo_ha=0.0240
C 0.195 -0.171 -0.285
C -1.325 -1.530 -0.073
H 3.479 0.120 -0.085
H 2.079 -1.128 0.469
H -1.997 -2.422 0.148
H -0.492 1.797 1.040
H -1.603 2.500 -0.222
N 2.306 -0.339 0.022
N 1.308 0.604 -0.158
N -0.055 -1.549 -0.359
N -0.978 0.642 -0.590
N -0.870 1.804 -0.077
O -2.046 -0.327 0.171


68
Properties=species:S:1:pos:R:3 method="wB97M-V/def2-TZVPD" homo_lumo_gap_ha=0.3837 max_force_ev_per_a=1.2 multiplicity=1 charge=+1 lumo_ha=-0.1254
O 1.321 1.537 3.988
P 1.115 1.690 2.545
S 0.228 -0.145 1.702
C 1.584 -1.092 0.949
C 2.370 -1.966 1.942
O 3.738 -2.038 1.611
H 2.258 1.774 1.737
H 0.193 2.657 2.133
H -0.062 -0.787 2.855
H 1.101 -1.674 0.162
H 2.242 -0.343 0.496
H 2.315 -1.549 2.952
H 1.943 -2.976 1.957
H 3.884 -1.935 0.667
C -3.186 -4.067 2.051
C -2.108 -3.257 2.773
C -2.512 -2.323 3.923
F -3.340 -1.354 3.509
F -1.351 -1.720 4.322
F -1.377 -2.539 1.872
F -1.256 -4.153 3.349
O -3.615 -3.533 0.820
C -4.657 -2.649 0.711
C -4.191 -1.308 0.120
F -3.258 -0.743 0.929
F -5.244 -0.473 0.046
F -5.294 -2.468 1.881
F -5.537 -3.169 -0.164
H -2.692 -5.002 1.786
H -4.012 -4.313 2.719
H -2.956 -2.865 4.758
H -3.764 -1.459 -0.873
C -0.849 -3.549 -5.398
C 0.156 -2.992 -4.378
C 0.186 -3.627 -2.981
F -0.982 -3.440 -2.334
F 1.161 -3.027 -2.251
F 0.024 -1.656 -4.260
F 1.394 -3.250 -4.894
O -2.048 -2.820 -5.575
C -3.160 -3.050 -4.817
C -3.568 -1.789 -4.042
F -2.564 -1.408 -3.217
F -4.637 -2.070 -3.265
F -3.006 -4.097 -3.987
F -4.185 -3.335 -5.646
H -0.338 -3.466 -6.356
H -1.039 -4.609 -5.221
H 0.402 -4.696 -3.046
H -3.805 -0.974 -4.726
C 4.595 6.646 0.231
C 3.543 6.120 -0.755
C 2.128 6.705 -0.674
F 1.569 6.426 0.524
F 1.373 6.129 -1.633
F 3.477 4.770 -0.690
F 3.991 6.457 -1.997
O 4.849 5.841 1.369
C 4.163 5.977 2.537
C 3.428 4.675 2.896
F 2.527 4.375 1.915
F 2.742 4.833 4.042
F 3.317 7.017 2.528
F 5.058 6.177 3.528
H 5.529 6.622 -0.328
H 4.402 7.685 0.500
H 2.143 7.786 -0.828
H 4.142 3.856 3.002


12
Properties=species:S:1:pos:R:3 method="wB97M-V/def2-TZVPD" e_above_lowest_kj_mol=89.47 homo_lumo_gap_ha="0.2818 / 0.2545" max_force_ev_per_a=6.5 multiplicity=4 charge=+1 lumo_ha="-0.1520 / -0.3388"
C 2.670 -0.496 -0.232
C 1.502 -0.653 -0.988
H 3.148 0.484 -0.347
H 2.654 -0.922 0.777
F 0.893 -1.870 -0.961
H 1.324 -0.213 -1.976
Au 4.122 -1.723 -1.201
O -1.540 1.771 -0.195
C -0.605 0.791 -0.076
O -0.576 0.080 0.925
O 0.267 0.863 -1.009
H -2.106 1.745 0.586


26
Properties=species:S:1:pos:R:3 method="wB97M-V/def2-TZVPD" e_above_lowest_kj_mol=438.73 homo_lumo_gap_ha=0.3633 max_force_ev_per_a=4.8 multiplicity=1 charge=+1 lumo_ha=-0.1560
C 0.836 -2.928 -0.002
C -0.968 -0.201 -1.724
C -2.555 -0.246 0.173
C -0.761 1.443 0.110
C 2.727 0.358 -0.947
C 0.341 -0.366 1.976
C -1.131 -0.002 -0.165
N 0.252 -1.945 0.251
N -0.208 -0.842 0.699
H 1.306 -3.825 -0.200
H 2.662 -0.732 -0.382
H -0.233 0.478 -2.077
H -0.491 -1.153 -1.984
H -1.902 -0.097 -2.419
H -2.857 0.177 1.155
H -2.854 -1.380 0.047
H -3.268 0.195 -0.497
H 0.396 1.529 -0.152
H -1.213 2.100 -0.537
H -0.890 1.649 1.145
H 2.334 1.181 -0.274
H 3.717 0.533 -1.111
H 2.235 0.369 -1.906
H -0.311 -0.639 2.892
H 1.210 -0.977 2.088
H 0.531 0.719 1.957


69
Properties=species:S:1:pos:R:3 method="wB97M-V/def2-TZVPD" smiles="CC[C@@H](Cl)c1c(CCO)c(Cc2ccccc2)c2nsnc2c1P(O)(O)=S.CCN(CC)CC" homo_lumo_gap_ha=0.2241 max_force_ev_per_a=8.0 multiplicity=1 charge=0 lumo_ha=-0.0795
C 4.978 -3.000 2.398
C 4.940 -1.703 1.343
C 4.383 -0.318 2.097
Cl 4.870 1.243 1.214
C 2.768 -0.531 2.283
C 1.803 -0.501 0.930
C 2.329 -0.226 -0.599
C 2.104 1.409 -0.871
O 3.225 1.872 -1.705
C 0.164 -0.769 1.122
C -0.857 -0.802 -0.197
C -0.830 -2.288 -0.963
C 0.522 -3.255 -1.018
C 0.581 -4.713 -1.814
C -0.743 -5.316 -2.628
C -2.115 -4.388 -2.541
C -2.170 -2.922 -1.738
C -0.544 -1.014 2.582
N -1.984 -1.235 2.992
S -2.134 -1.388 4.756
N -0.421 -1.184 5.054
C 0.501 -0.981 3.872
C 2.156 -0.769 3.821
P 3.230 -0.805 5.406
O 4.203 0.682 5.435
O 4.247 -2.257 5.444
S 2.226 -0.813 7.074
H 5.828 -2.829 3.185
H 5.061 -4.030 1.821
H 3.924 -3.042 2.955
H 6.016 -1.543 0.867
H 4.244 -2.049 0.460
H 4.964 -0.299 3.139
H 1.704 -0.763 -1.439
H 3.500 -0.388 -0.740
H 1.037 1.609 -1.329
H 2.139 1.900 0.210
H 3.617 2.659 -1.184
H -0.431 -0.035 -0.979
H -1.979 -0.593 0.106
H 1.545 -2.933 -0.495
H 1.579 -5.363 -1.859
H -0.670 -6.342 -3.212
H -3.062 -4.825 -3.109
H -3.197 -2.360 -1.747
H 3.654 1.439 5.056
H 5.128 -2.057 5.878
C -5.718 4.581 -2.028
C -4.372 4.251 -2.671
N -3.448 3.563 -1.766
C -2.065 3.539 -2.253
C -1.786 2.782 -3.545
C -3.925 2.313 -1.176
C -4.384 1.210 -2.126
H -5.584 5.131 -1.091
H -6.307 5.210 -2.704
H -6.303 3.680 -1.825
H -3.925 5.206 -2.975
H -4.544 3.680 -3.590
H -1.408 3.147 -1.466
H -1.739 4.577 -2.395
H -1.835 1.700 -3.400
H -0.772 3.009 -3.893
H -2.473 3.061 -4.350
H -4.764 2.545 -0.505
H -3.157 1.904 -0.508
H -5.074 1.574 -2.891
H -4.912 0.434 -1.557
H -3.541 0.721 -2.618


16
Properties=species:S:1:pos:R:3 method="wB97M-V/def2-TZVPD" e_above_lowest_kj_mol=67.07 homo_lumo_gap_ha=0.3124 max_force_ev_per_a=2.0 multiplicity=1 charge=-1 lumo_ha=0.1503
C -0.887 -0.946 0.263
C -2.355 -1.464 0.158
O -0.966 0.477 0.577
H -0.313 -1.321 1.116
H -0.299 -1.096 -0.630
H -2.453 -2.134 -0.693
H -0.546 0.867 -0.252
H -2.913 -0.535 0.060
H -2.613 -1.956 1.096
C 2.140 1.438 0.369
C 1.678 0.821 -1.001
O 2.387 -0.072 -1.487
O 0.528 1.206 -1.401
H 1.420 1.008 1.052
H 2.009 2.515 0.247
H 3.184 1.191 0.527


34
Properties=species:S:1:pos:R:3 method="wB97M-V/def2-TZVPD" smiles=CN(C)c1nc(-c2cc3ccccc3s2)c2sccc2n1 e_above_lowest_kj_mol=131.40 homo_lumo_gap_ha=0.2945 max_force_ev_per_a=6.1 multiplicity=1 charge=0 lumo_ha=0.0089
C 0.684 1.236 3.605
N 1.917 0.713 2.934
C 3.278 1.034 3.334
C 1.755 -0.157 1.815
N 0.493 -0.241 1.339
C 0.295 -0.903 0.232
C -0.987 -0.607 -0.475
C -1.235 0.649 -1.052
C -2.431 0.708 -1.833
C -3.025 1.791 -2.348
C -4.251 1.658 -3.106
C -4.909 0.409 -3.231
C -4.289 -0.684 -2.573
C -3.108 -0.523 -1.910
S -2.249 -1.800 -0.942
C 1.370 -1.658 -0.299
S 1.588 -2.648 -1.705
C 3.278 -2.802 -1.417
C 3.732 -2.089 -0.344
C 2.668 -1.391 0.210
N 2.863 -0.683 1.237
H 0.900 1.705 4.595
H 0.283 2.158 3.071
H -0.155 0.508 3.699
H 3.988 1.534 2.584
H 3.830 0.212 3.652
H 3.343 1.741 4.165
H -0.491 1.362 -1.149
H -2.471 2.694 -2.223
H -4.671 2.579 -3.546
H -5.879 0.476 -3.636
H -4.779 -1.630 -2.596
H 3.900 -3.483 -2.073
H 4.763 -1.869 -0.013